No. 1
Density functional theory data (ωB97M-V with the def2-TZVPD basis set) for a 2-piece molecular cluster, C2H3ClS overall in a non-equilibrium geometry.

As for the charge: 0. For the LUMO energy (spin up / spin down), the calculation gives -0.48 / -0.65 eV. The calculation puts the HOMO-LUMO gap (spin up / spin down) at 7.88 / 9.14 eV. The calculation puts the largest force on an atom at 1.08 eV Å⁻¹. For the highest occupied orbital energy (spin up / spin down), the calculation gives -8.361 / -9.797 eV.

```
7
Properties=species:S:1:pos:R:3:forces:R:3:nbo_charge:R:1
C 0.141 0.712 0.465 -0.11 0.09 -0.09 -0.509
C 0.182 -0.496 -0.359 -1.01 -0.14 0.35 -0.245
S 1.258 -0.650 0.971 0.21 -0.15 0.07 0.241
Cl 0.528 -0.623 -2.012 0.14 0.04 -0.31 0.065
H 0.597 1.630 0.107 0.13 -0.11 -0.04 0.223
H -0.696 0.854 1.132 -0.13 -0.02 -0.03 0.233
H -2.010 -1.427 -0.304 0.78 0.29 0.06 -0.008
```
Forces are in eV/Å.



No. 2
Density functional theory data (ωB97M-V with the def2-TZVPD basis set) for C2H3ClS as an isolated structure in a non-equilibrium geometry.

As for the charge: 0. For the LUMO energy, the calculation gives -0.47 eV. The calculation puts the HOMO-LUMO gap at 9.26 eV. The calculation puts the largest force on an atom at 3.83 eV Å⁻¹. For the highest occupied orbital energy, the calculation gives -9.729 eV.

```
7
Properties=species:S:1:pos:R:3:forces:R:3:nbo_charge:R:1
C -0.612 0.519 -0.395 -1.27 -2.27 2.81 -0.526
C 0.678 -0.155 -0.089 -0.44 -1.13 2.91 -0.200
S -0.149 -0.937 -1.353 0.89 0.12 -0.81 0.331
Cl 0.523 -1.131 1.939 -0.10 0.69 -1.79 -0.390
H -1.463 0.126 0.287 1.58 1.32 -0.88 0.257
H -0.684 1.537 -0.652 0.10 0.93 -1.02 0.236
H 1.706 0.041 0.263 -0.77 0.35 -1.23 0.292
```
Forces are in eV/Å.



No. 3
Density functional theory data (ωB97M-V with the def2-TZVPD basis set) for C2H3ClSi in the gas phase in a non-equilibrium geometry.

As for the charge: 0. For the LUMO energy, the calculation gives 0.55 eV. The structure (SMILES) is [SiH3]C#CCl. The calculation puts the HOMO-LUMO gap at 10.25 eV. The calculation puts the largest force on an atom at 4.86 eV Å⁻¹. For the highest occupied orbital energy, the calculation gives -9.708 eV.

```
7
Properties=species:S:1:pos:R:3:forces:R:3:nbo_charge:R:1
Si -0.030 1.191 -0.013 0.41 -1.48 -1.07 0.864
C -0.321 -0.659 0.086 1.15 -3.03 0.96 -0.442
C 0.001 -1.870 0.201 -2.04 4.37 -0.65 -0.115
Cl -0.121 -3.494 0.166 0.36 -0.50 0.10 0.141
H 0.491 1.162 -1.379 0.29 0.47 -0.27 -0.156
H 1.012 1.422 0.945 0.47 0.37 0.57 -0.151
H -1.033 2.247 -0.005 -0.64 -0.19 0.36 -0.141
```
Forces are in eV/Å.



No. 4
Density functional theory data (ωB97M-V with the def2-TZVPD basis set) for C2H3CoFO2P as an isolated structure in a non-equilibrium geometry.

As for the charge: -1. For the LUMO energy (spin up / spin down), the calculation gives 4.11 / 3.96 eV. The calculation puts the HOMO-LUMO gap (spin up / spin down) at 7.05 / 7.45 eV. As for the multiplicity: 4. The calculation puts the largest force on an atom at 1.68 eV Å⁻¹. For the highest occupied orbital energy (spin up / spin down), the calculation gives -2.937 / -3.486 eV.

```
10
Properties=species:S:1:pos:R:3:forces:R:3:nbo_charge:R:1
P -0.404 1.719 -0.290 0.61 -1.10 1.11 -0.064
F -2.124 -0.776 -1.436 -1.08 -0.47 -0.63 -0.822
O -0.324 0.500 1.217 0.02 1.03 -0.24 -0.835
C 0.878 0.039 1.719 0.44 -0.12 -0.10 -0.066
H 1.389 0.659 2.458 -0.18 -0.21 -0.13 0.160
H 0.961 1.466 -0.641 -0.06 0.14 0.09 -0.079
C 1.362 -1.120 1.216 0.21 0.50 0.33 0.100
O 0.770 -1.768 0.223 0.24 -0.15 0.36 -0.899
Co -0.761 -0.760 -0.286 -0.01 0.32 -0.68 1.375
H 2.289 -1.540 1.632 -0.18 0.07 -0.11 0.131
```
Forces are in eV/Å.



No. 5
Density functional theory data (ωB97M-V with the def2-TZVPD basis set) for C2H3CoO2 as an isolated structure in a non-equilibrium geometry.

As for the charge: +1. For the LUMO energy (spin up / spin down), the calculation gives -4.06 / -8.04 eV. The calculation puts the HOMO-LUMO gap (spin up / spin down) at 7.58 / 8.96 eV. As for the multiplicity: 6. The calculation puts the largest force on an atom at 4.95 eV Å⁻¹. For the highest occupied orbital energy (spin up / spin down), the calculation gives -11.635 / -16.991 eV.

```
8
Properties=species:S:1:pos:R:3:forces:R:3:nbo_charge:R:1
C 0.568 -0.178 0.398 0.73 -3.69 -1.28 0.199
C 0.158 1.058 0.053 -3.29 3.59 -0.88 0.216
O -0.983 1.261 -0.583 3.60 0.23 1.87 -0.632
O -0.280 -1.210 -0.034 1.81 1.79 1.17 -0.729
H 1.628 -0.410 0.551 -0.56 -0.10 0.62 0.248
H 0.100 -2.086 0.070 0.14 -0.59 0.07 0.560
Co -1.906 -0.360 -0.881 -2.39 -1.07 -1.10 0.902
H 0.714 1.926 0.427 -0.04 -0.16 -0.48 0.235
```
Forces are in eV/Å.



No. 6
Density functional theory data (ωB97M-V with the def2-TZVPD basis set) for C2H3CrO2 as an isolated structure in a non-equilibrium geometry.

As for the charge: +2. For the LUMO energy (spin up / spin down), the calculation gives -13.82 / -11.89 eV. The calculation puts the HOMO-LUMO gap (spin up / spin down) at 5.08 / 10.92 eV. As for the multiplicity: 6. The calculation puts the largest force on an atom at 5.94 eV Å⁻¹. For the highest occupied orbital energy (spin up / spin down), the calculation gives -18.903 / -22.801 eV.

```
8
Properties=species:S:1:pos:R:3:forces:R:3:nbo_charge:R:1
H -0.938 -0.814 0.752 1.89 -2.99 -0.74 0.261
C 0.170 -1.061 0.216 -3.26 2.97 3.98 0.691
O 1.224 -1.529 0.612 1.10 -0.33 -1.68 -0.588
O 0.244 0.118 -0.394 2.02 0.35 -1.68 -0.600
C -0.880 0.934 -0.135 -0.40 0.88 -0.83 0.024
H -0.592 1.978 -0.082 -0.27 -0.14 0.14 0.231
H -1.798 0.563 -0.586 -0.02 0.14 0.13 0.236
Cr 2.571 -0.190 -0.383 -1.06 -0.89 0.68 1.744
```
Forces are in eV/Å.



No. 7
Density functional theory data (ωB97M-V with the def2-TZVPD basis set) for a 2-piece molecular cluster, C2H3F overall in a non-equilibrium geometry.

As for the charge: 0. For the LUMO energy, the calculation gives 0.51 eV. The calculation puts the HOMO-LUMO gap at 10.96 eV. The calculation puts the largest force on an atom at 5.20 eV Å⁻¹. For the highest occupied orbital energy, the calculation gives -10.447 eV.

```
6
Properties=species:S:1:pos:R:3:forces:R:3:nbo_charge:R:1
C 0.493 -0.505 -0.014 -0.36 -3.89 -0.22 -0.567
C -0.556 0.259 0.081 0.33 5.13 -0.73 0.359
F -1.872 0.072 0.032 1.12 -0.31 0.04 -0.322
H 1.444 -0.114 0.073 1.56 1.48 0.05 0.226
H 0.652 -1.655 -0.133 -1.38 2.00 0.31 0.228
H -0.161 1.942 -0.039 -1.28 -4.41 0.55 0.075
```
Forces are in eV/Å.



No. 8
Density functional theory data (ωB97M-V with the def2-TZVPD basis set) for C2H3F in the gas phase in a non-equilibrium geometry.

As for the charge: 0. For the LUMO energy (spin up / spin down), the calculation gives 1.19 / -1.52 eV. The calculation puts the HOMO-LUMO gap (spin up / spin down) at 7.84 / 10.85 eV. As for the multiplicity: 3. The calculation puts the largest force on an atom at 2.00 eV Å⁻¹. For the highest occupied orbital energy (spin up / spin down), the calculation gives -6.657 / -12.371 eV.

```
6
Properties=species:S:1:pos:R:3:forces:R:3:nbo_charge:R:1
C 0.734 0.393 0.020 -0.86 -0.48 -0.31 -0.354
C -0.645 -0.311 0.124 0.18 -1.52 0.68 0.180
F -1.884 0.274 0.016 1.88 -0.57 -0.35 -0.327
H 1.493 -0.396 -0.191 -0.31 1.41 0.02 0.185
H 0.810 1.473 -0.012 0.44 -0.33 -0.01 0.188
H -0.508 -1.433 0.042 -1.33 1.48 -0.03 0.129
```
Forces are in eV/Å.



No. 9
Density functional theory data (ωB97M-V with the def2-TZVPD basis set) for C2H3F2N in the gas phase in a non-equilibrium geometry.

As for the charge: 0. For the LUMO energy, the calculation gives 0.90 eV. The structure (SMILES) is [H]/N=C(\F)CF. The calculation puts the HOMO-LUMO gap at 12.05 eV. The calculation puts the largest force on an atom at 5.94 eV Å⁻¹. For the highest occupied orbital energy, the calculation gives -11.150 eV.

```
8
Properties=species:S:1:pos:R:3:forces:R:3:nbo_charge:R:1
H 2.329 0.486 -0.592 -0.43 0.03 0.20 0.374
N 1.578 -0.202 -0.648 -2.02 -1.29 -0.01 -0.650
C 0.508 0.138 -0.071 1.47 0.48 0.00 0.595
F 0.575 1.358 0.554 -0.88 0.18 0.31 -0.366
C -0.944 -0.440 0.242 1.68 -1.28 -5.55 -0.004
F -1.824 0.368 -0.450 -0.25 0.71 0.16 -0.352
H -1.029 -0.243 1.236 -0.75 -0.29 2.98 0.191
H -1.193 -1.464 -0.271 1.18 1.47 1.91 0.212
```
Forces are in eV/Å.



No. 10
Density functional theory data (ωB97M-V with the def2-TZVPD basis set) for C2H3F2NO2 in the gas phase in a non-equilibrium geometry.

As for the charge: 0. For the LUMO energy, the calculation gives -0.03 eV. The structure (SMILES) is CC(F)(F)[N+](=O)[O-]. The calculation puts the HOMO-LUMO gap at 11.53 eV. The calculation puts the largest force on an atom at 7.56 eV Å⁻¹. For the highest occupied orbital energy, the calculation gives -11.561 eV.

```
10
Properties=species:S:1:pos:R:3:forces:R:3:nbo_charge:R:1
C -0.233 -1.119 0.494 5.49 4.60 2.42 -0.627
C 0.024 0.490 0.413 -2.51 -0.22 -0.18 0.762
F -1.080 1.220 0.752 -0.60 -0.91 -0.59 -0.331
F 0.937 1.132 1.100 1.70 -1.09 0.14 -0.291
N 0.242 0.743 -1.098 -0.91 -0.61 0.60 0.483
O 1.344 1.028 -1.435 1.25 0.54 -0.56 -0.329
O -0.714 0.496 -1.801 0.05 0.23 -0.03 -0.371
H -0.920 -1.259 -0.206 -3.07 -1.22 -2.60 0.240
H 0.791 -1.448 0.260 -0.56 -0.63 -0.23 0.228
H -0.391 -1.283 1.521 -0.84 -0.70 1.03 0.235
```
Forces are in eV/Å.



No. 11
Density functional theory data (ωB97M-V with the def2-TZVPD basis set) for a 2-piece molecular cluster, C2H3F2O2Si overall in a non-equilibrium geometry.

As for the charge: -1. For the LUMO energy, the calculation gives 3.61 eV. The calculation puts the HOMO-LUMO gap at 6.74 eV. The calculation puts the largest force on an atom at 3.92 eV Å⁻¹. For the highest occupied orbital energy, the calculation gives -3.134 eV.

```
10
Properties=species:S:1:pos:R:3:forces:R:3:nbo_charge:R:1
C 0.985 0.479 -0.513 0.27 1.07 -1.43 0.537
C 1.618 -0.771 -0.637 -3.42 -1.87 -0.38 0.421
O -0.060 0.712 0.335 2.80 0.76 -0.13 -0.910
O 1.240 1.343 -1.394 0.14 -0.66 1.45 -0.682
F 0.745 -2.302 0.195 1.12 2.24 -0.32 -0.677
F 2.850 -1.050 -0.463 1.77 -0.16 0.54 -0.304
Si -1.586 0.415 0.552 -1.00 0.30 0.26 1.245
H -1.454 -0.997 0.746 -1.17 -1.06 0.16 -0.165
H -1.986 1.196 1.770 -0.14 -0.28 -0.19 -0.234
H -2.351 0.974 -0.592 -0.36 -0.33 0.04 -0.229
```
Forces are in eV/Å.



No. 12
Density functional theory data (ωB97M-V with the def2-TZVPD basis set) for C2H3F2PS as an isolated structure in a non-equilibrium geometry.

As for the charge: 0. For the LUMO energy, the calculation gives -0.87 eV. The calculation puts the HOMO-LUMO gap at 8.70 eV. The calculation puts the largest force on an atom at 4.74 eV Å⁻¹. For the highest occupied orbital energy, the calculation gives -9.567 eV.

```
9
Properties=species:S:1:pos:R:3:forces:R:3:nbo_charge:R:1
C 0.299 0.116 0.771 1.17 1.12 1.35 -0.443
C -0.620 -0.247 -0.054 -3.95 -1.96 -1.73 -0.247
F -0.664 -3.083 0.886 -1.19 1.10 -0.19 -0.576
F -2.348 -2.671 -0.809 0.33 0.88 1.46 -0.568
P -1.932 -2.082 0.650 1.40 -0.65 -0.49 1.600
S -3.299 -2.393 2.056 1.65 0.87 -1.81 -0.486
H 0.999 0.980 0.934 -0.86 -0.73 -1.29 0.249
H 0.349 -0.514 1.616 0.23 -0.68 1.13 0.227
H -1.144 0.002 -1.033 1.24 0.04 1.57 0.244
```
Forces are in eV/Å.



no.,E_tot (a.u.)
1,-936.19882
2,-936.29965
3,-827.58483
4,-2052.48804
5,-1610.82452
6,-1272.03076
7,-177.72124
8,-177.68256
9,-332.44991
10,-482.85497
11,-717.64940
12,-1017.26452